[1]
222
Properties=species:S:1:pos:R:3 method="wB97M-V/def2-TZVPD" e_tot_ha=-3748.0618 homo_energy_ev=-7.44 charge=0 lumo_energy_ev=0.4 max_force_ha_per_bohr=0.326 orbital_gap_ev=7.80 e_above_lowest_kj_mol=4010.4
C -3.193 2.457 -8.032
C -3.104 0.836 -8.168
C -1.588 0.405 -8.278
C -0.675 0.343 -7.059
C -1.427 -0.559 -6.082
C -2.964 -0.232 -5.751
N -3.734 0.129 -7.010
O -5.004 0.592 -6.873
C -3.466 -1.468 -5.183
C -3.006 1.022 -4.790
C -3.865 0.345 -9.494
H -2.879 2.992 -8.928
H -2.438 2.735 -7.296
H -4.117 2.820 -7.582
H -1.496 -0.453 -8.944
H -1.099 1.206 -8.832
H -0.617 1.381 -6.731
H 0.317 0.077 -7.427
H -0.874 -0.385 -5.159
H -1.145 -1.555 -6.424
H -3.041 -1.640 -4.194
H -4.536 -1.320 -5.038
H -3.315 -2.408 -5.714
H -3.336 1.995 -5.154
H -3.622 0.732 -3.939
H -2.111 1.336 -4.254
H -4.110 1.237 -10.072
H -4.714 -0.332 -9.400
H -3.277 -0.246 -10.195
H -4.752 1.429 -6.475
C -5.290 0.190 -3.169
C -5.729 0.732 -1.827
C -7.035 -0.037 -1.478
C -7.467 0.150 0.055
C -6.359 -0.204 0.975
C -5.083 0.533 0.786
N -4.756 0.616 -0.658
O -3.601 1.384 -0.746
C -5.368 1.879 1.494
C -3.984 -0.227 1.614
C -6.143 2.311 -1.937
H -4.951 -0.846 -3.184
H -4.712 0.946 -3.700
H -6.234 0.227 -3.712
H -7.896 0.247 -2.082
H -6.961 -1.124 -1.515
H -8.418 -0.341 0.262
H -7.882 1.152 0.164
H -6.291 -1.289 1.043
H -6.681 -0.140 2.015
H -4.478 2.459 1.250
H -6.204 2.457 1.101
H -5.311 1.952 2.580
H -3.111 0.388 1.830
H -4.425 -0.605 2.536
H -3.736 -1.119 1.038
H -7.026 2.356 -2.575
H -5.366 2.882 -2.445
H -6.480 2.710 -0.980
H -3.001 0.769 -1.173
C -0.589 1.222 -3.354
C -0.512 0.252 -2.057
C 0.976 -0.212 -1.949
C 1.369 -0.876 -0.590
C 0.909 -0.138 0.661
C -0.569 0.354 0.525
N -0.775 1.002 -0.806
O -1.963 1.796 -0.887
C -1.632 -0.709 0.884
C -0.755 1.473 1.646
C -1.480 -0.824 -2.241
H -0.174 2.207 -3.138
H -1.601 1.410 -3.711
H 0.000 0.773 -4.154
H 1.202 -0.953 -2.715
H 1.742 0.558 -2.038
H 2.459 -0.864 -0.589
H 1.126 -1.936 -0.515
H 1.479 0.761 0.892
H 1.039 -0.732 1.566
H -1.542 -1.571 0.223
H -1.727 -1.046 1.917
H -2.601 -0.388 0.502
H -0.167 2.390 1.590
H -1.796 1.791 1.588
H -0.843 0.920 2.581
H -1.447 -1.123 -3.289
H -2.424 -0.542 -1.776
H -1.182 -1.773 -1.795
H -1.622 2.641 -0.582
C -1.242 -7.808 0.960
C -0.355 -6.565 1.017
C 0.875 -6.938 0.121
C 1.714 -5.723 -0.108
C 0.789 -4.720 -0.771
C -0.545 -4.260 0.029
N -1.149 -5.413 0.586
O -2.251 -5.083 1.412
C -0.135 -3.137 1.014
C -1.502 -3.712 -0.982
C 0.124 -6.314 2.501
H -1.464 -8.156 -0.049
H -2.227 -7.666 1.403
H -0.845 -8.647 1.531
H 1.570 -7.624 0.606
H 0.533 -7.576 -0.694
H 2.678 -5.768 -0.616
H 1.953 -5.271 0.855
H 0.601 -5.038 -1.796
H 1.445 -3.853 -0.844
H 0.165 -2.166 0.621
H -0.963 -2.887 1.678
H 0.757 -3.473 1.543
H -2.443 -3.441 -0.505
H -1.067 -2.768 -1.312
H -1.678 -4.461 -1.754
H 0.627 -7.275 2.613
H -0.571 -6.253 3.338
H 0.699 -5.391 2.568
H -1.956 -5.155 2.323
C 3.780 -0.370 1.216
C 4.617 0.856 1.794
C 5.895 1.016 0.815
C 5.635 1.755 -0.518
C 4.778 3.064 -0.250
C 3.424 2.877 0.549
N 3.653 2.012 1.748
O 2.642 2.051 2.689
C 3.099 4.250 0.975
C 2.423 2.289 -0.523
C 5.041 0.560 3.254
H 2.795 -0.254 1.668
H 4.131 -1.321 1.615
H 3.741 -0.372 0.126
H 6.726 1.478 1.348
H 6.164 -0.028 0.655
H 4.927 1.233 -1.162
H 6.587 1.944 -1.013
H 4.500 3.606 -1.154
H 5.476 3.741 0.244
H 2.060 4.365 1.284
H 3.786 4.649 1.722
H 3.389 4.943 0.185
H 2.317 2.892 -1.425
H 2.710 1.274 -0.796
H 1.404 2.308 -0.135
H 4.112 0.394 3.799
H 5.607 1.427 3.597
H 5.800 -0.189 3.480
H 3.092 2.602 3.333
C 1.888 -1.292 2.431
O 2.208 -2.641 2.671
C 1.823 -2.964 3.984
C 2.287 -4.339 4.427
N 1.770 -4.591 5.718
C 2.532 -5.351 6.714
C 2.529 -6.889 6.444
O 1.345 -7.529 6.754
C 0.261 -7.186 5.991
H 1.783 -0.645 3.302
H 0.905 -1.172 1.975
H 2.541 -0.841 1.685
H 0.764 -2.768 4.153
H 2.256 -2.307 4.740
H 3.368 -4.282 4.548
H 2.035 -5.188 3.792
H 1.502 -3.723 6.160
H 2.082 -5.226 7.699
H 3.557 -4.984 6.740
H 3.423 -7.264 6.941
H 2.805 -7.138 5.419
H 0.500 -7.080 4.932
H -0.167 -6.241 6.326
H -0.581 -7.875 6.066
C 4.402 9.662 -4.929
O 4.285 8.655 -3.936
C 4.336 9.204 -2.646
C 4.209 8.091 -1.609
N 2.759 7.635 -1.855
C 2.633 6.259 -1.434
C 1.225 5.594 -1.396
O 1.401 4.260 -1.863
C 0.274 3.490 -1.367
H 5.346 10.203 -4.866
H 3.602 10.400 -4.866
H 4.222 9.353 -5.959
H 3.596 10.001 -2.578
H 5.270 9.754 -2.537
H 4.297 8.342 -0.552
H 4.887 7.283 -1.886
H 2.638 7.727 -2.853
H 3.073 6.256 -0.437
H 3.342 5.647 -1.991
H 0.608 6.223 -2.038
H 0.807 5.702 -0.395
H 0.274 2.445 -1.678
H -0.691 3.885 -1.685
H 0.379 3.365 -0.290
C 3.194 -2.422 7.623
O 3.191 -1.815 6.323
C 3.435 -0.413 6.400
C 3.132 0.227 5.034
N 1.680 0.505 5.048
C 1.127 1.026 3.817
C -0.441 1.075 3.767
O -1.096 1.290 4.990
C -0.869 2.566 5.702
H 3.107 -3.504 7.721
H 2.450 -1.996 8.296
H 4.112 -2.118 8.127
H 4.479 -0.435 6.712
H 2.895 0.151 7.162
H 3.395 -0.326 4.133
H 3.575 1.213 5.175
H 1.124 -0.204 5.503
H 1.388 0.488 2.905
H 1.412 2.049 3.574
H -0.807 0.148 3.326
H -0.716 1.875 3.079
H -1.293 2.283 6.665
H -1.448 3.426 5.366
H 0.208 2.734 5.705

=====

[2]
215
Properties=species:S:1:pos:R:3 method="wB97M-V/def2-TZVPD" e_tot_ha=-2892.5164 homo_energy_ev=-20.68 charge=+6 lumo_energy_ev=-10.6 max_force_ha_per_bohr=0.085 orbital_gap_ev=10.04 e_above_lowest_kj_mol=403.2
B 0.383 0.313 -0.258
H 0.403 0.751 0.728
H 0.957 0.908 -0.952
H 0.833 -0.668 -0.276
H -0.636 0.143 -0.569
C 2.682 -3.484 0.446
C 3.377 -2.592 -0.594
C 3.838 -1.190 -0.018
N 4.293 -0.109 -1.003
C 4.133 1.231 -0.288
C 4.827 2.415 -1.083
C 6.235 2.075 -1.547
C 6.393 0.708 -2.119
C 5.803 -0.348 -1.252
C 3.499 -0.090 -2.398
H 2.169 -4.331 -0.010
H 1.917 -2.952 1.011
H 3.384 -3.944 1.142
H 2.542 -2.431 -1.276
H 4.148 -3.142 -1.134
H 4.496 -1.298 0.844
H 2.932 -0.706 0.347
H 4.618 1.029 0.667
H 3.050 1.354 -0.269
H 4.766 3.366 -0.554
H 4.209 2.480 -1.978
H 6.951 2.251 -0.744
H 6.569 2.877 -2.206
H 7.461 0.558 -2.272
H 6.037 0.705 -3.149
H 6.319 -0.317 -0.292
H 5.940 -1.350 -1.659
H 3.970 0.673 -3.016
H 2.459 0.149 -2.176
H 3.613 -1.108 -2.771
C -2.738 0.774 1.347
C -2.881 1.373 2.748
C -3.264 2.904 2.882
N -3.403 3.412 4.353
C -2.046 3.455 5.114
C -2.021 4.321 6.324
C -2.641 5.722 6.020
C -4.088 5.594 5.442
C -4.105 4.771 4.132
C -4.356 2.518 5.194
H -3.548 1.056 0.674
H -2.641 -0.312 1.350
H -1.837 1.167 0.877
H -1.918 1.268 3.246
H -3.612 0.712 3.215
H -4.290 3.060 2.549
H -2.521 3.539 2.399
H -1.297 3.650 4.346
H -1.719 2.449 5.379
H -1.029 4.424 6.764
H -2.707 4.030 7.120
H -1.845 6.209 5.456
H -2.740 6.315 6.930
H -4.421 6.628 5.349
H -4.857 5.254 6.136
H -3.492 5.329 3.425
H -5.110 4.805 3.710
H -3.906 1.547 5.401
H -5.206 2.383 4.526
H -4.754 3.067 6.048
C 1.414 -3.132 8.396
C 1.615 -1.657 7.767
C 0.712 -1.390 6.615
N 0.816 0.041 5.964
C -0.014 0.098 4.637
C 0.476 -0.864 3.511
C 1.993 -0.534 3.302
C 2.864 -0.626 4.589
C 2.269 0.388 5.637
C 0.258 1.107 6.884
H 1.934 -3.968 7.928
H 0.369 -3.392 8.564
H 1.915 -3.177 9.364
H 2.652 -1.568 7.440
H 1.441 -1.010 8.627
H -0.323 -1.597 6.886
H 0.913 -2.157 5.868
H -1.050 -0.046 4.945
H 0.075 1.132 4.303
H 0.453 -1.910 3.816
H -0.042 -0.711 2.564
H 2.417 -1.229 2.577
H 2.169 0.383 2.741
H 2.885 -1.645 4.975
H 3.920 -0.397 4.448
H 2.875 0.351 6.542
H 2.468 1.409 5.308
H -0.666 0.674 7.266
H 0.167 2.088 6.417
H 1.071 1.164 7.607
C -0.323 -2.563 -2.445
C 0.262 -2.711 -3.909
C -0.896 -2.880 -4.930
N -0.545 -2.938 -6.447
C -1.789 -3.446 -7.178
C -1.563 -3.825 -8.609
C -0.446 -4.857 -8.674
C 0.870 -4.419 -7.946
C 0.665 -3.937 -6.522
C -0.055 -1.458 -6.776
H -0.774 -3.442 -1.986
H -1.203 -1.931 -2.566
H 0.436 -2.195 -1.754
H 1.026 -3.486 -3.983
H 0.847 -1.815 -4.117
H -1.579 -2.038 -4.822
H -1.470 -3.776 -4.695
H -2.112 -4.370 -6.697
H -2.546 -2.696 -6.948
H -2.479 -4.177 -9.082
H -1.358 -2.910 -9.165
H -0.875 -5.763 -8.247
H -0.334 -5.086 -9.734
H 1.641 -5.188 -7.893
H 1.354 -3.636 -8.530
H 0.401 -4.835 -5.964
H 1.594 -3.506 -6.148
H 0.123 -1.545 -7.848
H 0.876 -1.103 -6.332
H -0.836 -0.704 -6.678
C 0.947 10.184 -0.456
C 1.778 8.879 0.094
C 1.152 7.589 -0.312
N 1.952 6.287 0.018
C 2.586 6.337 1.452
C 3.204 5.034 1.909
C 2.158 3.904 1.756
C 1.615 3.748 0.318
C 1.031 5.092 -0.165
C 3.147 6.133 -0.941
H 1.429 11.157 -0.358
H -0.041 10.373 -0.037
H 0.886 10.227 -1.543
H 2.015 8.891 1.157
H 2.790 8.967 -0.301
H 0.904 7.516 -1.370
H 0.203 7.527 0.220
H 1.863 6.564 2.236
H 3.304 7.155 1.402
H 3.601 5.297 2.889
H 4.086 4.823 1.305
H 1.302 4.039 2.417
H 2.680 3.049 2.186
H 0.786 3.046 0.411
H 2.340 3.215 -0.298
H 0.115 5.403 0.338
H 0.774 5.121 -1.224
H 3.883 6.919 -0.771
H 2.737 6.130 -1.950
H 3.593 5.176 -0.668
C -4.115 1.018 -6.932
C -3.472 0.555 -5.679
C -3.073 1.718 -4.668
N -2.313 1.272 -3.383
C -0.930 0.679 -3.682
C 0.086 1.715 -4.324
C 0.210 2.891 -3.440
C -1.121 3.591 -3.113
C -2.126 2.535 -2.479
C -3.151 0.191 -2.670
H -3.570 1.868 -7.345
H -5.159 1.328 -6.897
H -4.005 0.206 -7.651
H -2.599 -0.078 -5.837
H -4.164 -0.113 -5.167
H -4.048 2.077 -4.338
H -2.528 2.529 -5.152
H -0.945 -0.127 -4.417
H -0.553 0.242 -2.758
H -0.176 1.936 -5.358
H 0.984 1.119 -4.487
H 0.816 3.625 -3.971
H 0.814 2.731 -2.546
H -1.576 4.271 -3.833
H -0.876 4.290 -2.313
H -3.101 3.003 -2.341
H -1.779 2.127 -1.530
H -4.209 0.455 -2.681
H -2.665 0.101 -1.699
H -3.075 -0.765 -3.188
C -1.256 -3.448 1.059
C -0.996 -4.963 0.818
C -2.352 -5.781 0.694
N -2.221 -7.267 1.154
C -1.171 -7.989 0.310
C -1.313 -9.481 0.312
C -2.734 -9.959 0.047
C -3.759 -9.319 0.980
C -3.631 -7.787 0.819
C -1.888 -7.462 2.660
H -0.364 -2.822 1.047
H -1.824 -3.404 1.988
H -1.898 -3.104 0.248
H -0.388 -5.368 1.626
H -0.246 -5.052 0.032
H -2.676 -5.722 -0.345
H -3.120 -5.435 1.387
H -1.331 -7.701 -0.729
H -0.246 -7.666 0.788
H -0.616 -9.814 -0.457
H -0.945 -9.927 1.237
H -3.000 -9.628 -0.958
H -2.852 -11.026 -0.138
H -4.758 -9.713 0.792
H -3.491 -9.635 1.989
H -3.879 -7.466 -0.192
H -4.374 -7.264 1.420
H -0.955 -6.961 2.920
H -1.850 -8.512 2.950
H -2.803 -7.028 3.063